#1
ORCA calculation (ωB97M-V/def2-TZVPD) on C3H6 in the gas phase.

* E_HOMO: -9.81 eV
* SMILES: C1CC1
* Kohn-Sham gap: 11.11 eV

The geometry in XYZ format:
```
9
Properties=species:S:1:pos:R:3:lowdin_charge:R:1
C -0.78478 -0.52169 -0.10183 -0.173
C 0.18533 0.51037 0.67568 -0.172
C 0.47354 0.04272 -0.84200 -0.169
H -1.88523 -0.33275 -0.37824 0.102
H -0.47867 -1.55472 0.38185 0.109
H 0.05007 1.48102 0.98800 0.036
H 0.75722 -0.19915 1.42398 0.105
H 1.47629 -0.44323 -0.99191 0.104
H 0.20623 1.01744 -1.15553 0.057
```



#2
ORCA calculation (ωB97M-V/def2-TZVPD) on a 2-piece molecular cluster, C3H6 overall.

* E_HOMO (alpha / beta): -8.27 / -9.91 eV
* Kohn-Sham gap (alpha / beta): 8.13 / 10.19 eV

The geometry in XYZ format:
```
9
Properties=species:S:1:pos:R:3:lowdin_charge:R:1
C 0.32396 0.28795 -1.36146 -0.057
C 0.24161 0.13287 -0.08679 -0.250
C -0.60955 -0.51881 0.84666 -0.158
H 0.97839 0.88446 -1.98701 0.054
H -0.40178 -0.32673 -1.87596 0.058
H 1.78768 1.76829 1.14281 0.075
H -1.41617 -0.88939 0.18227 0.090
H -0.88448 0.03980 1.74217 0.069
H -0.01967 -1.37846 1.39732 0.118
```



Least stable structure: #2



#1
ORCA calculation (ωB97M-V/def2-TZVPD) on C16H32O in the gas phase.

* E_HOMO: -9.74 eV
* SMILES: CCCCCCCCCCCCCCCC=O
* Kohn-Sham gap: 10.66 eV

The geometry in XYZ format:
```
49
Properties=species:S:1:pos:R:3:lowdin_charge:R:1
C 4.36957 -5.81559 2.84795 -0.121
C 3.49493 -4.63682 3.25704 -0.281
C 3.45259 -3.55866 2.17697 -0.241
C 2.58160 -2.37127 2.57996 -0.229
C 2.55503 -1.28933 1.50283 -0.225
C 1.68454 -0.10208 1.90871 -0.222
C 1.77318 1.07586 0.93677 -0.217
C 1.26014 0.78815 -0.47516 -0.220
C -0.24093 0.51326 -0.53234 -0.217
C -0.71711 0.31821 -1.97009 -0.220
C -2.20128 -0.03518 -2.08017 -0.216
C -3.16273 1.05056 -1.59317 -0.221
C -3.06469 2.34750 -2.39379 -0.222
C -4.14928 3.34344 -1.98942 -0.221
C -4.04993 4.64150 -2.79311 -0.172
C -5.06281 5.65264 -2.34865 -0.289
O -5.75821 6.30925 -3.07030 0.059
H -5.12373 5.75940 -1.24593 0.124
H -3.06261 5.08653 -2.63344 0.126
H -4.16940 4.45036 -3.86082 0.123
H -4.05650 3.56816 -0.92403 0.116
H -5.13232 2.89554 -2.15045 0.121
H -2.08716 2.80606 -2.23613 0.110
H -3.16063 2.12109 -3.45811 0.122
H -2.98172 1.26008 -0.53770 0.106
H -4.18163 0.66374 -1.67669 0.112
H -2.38791 -0.94516 -1.50451 0.109
H -2.42800 -0.25638 -3.12623 0.109
H -0.14067 -0.49441 -2.42000 0.114
H -0.50757 1.21921 -2.54921 0.104
H -0.47657 -0.38436 0.04168 0.112
H -0.76911 1.35212 -0.07556 0.111
H 1.80241 -0.05829 -0.89934 0.105
H 1.47853 1.65782 -1.10103 0.113
H 1.20525 1.91292 1.35141 0.108
H 2.81774 1.39046 0.86847 0.108
H 2.00725 0.24632 2.89344 0.111
H 0.64747 -0.42769 2.00547 0.105
H 3.57427 -0.94104 1.31807 0.119
H 2.17924 -1.72490 0.57544 0.108
H 1.56272 -2.71800 2.76972 0.117
H 2.96244 -1.94523 3.51150 0.115
H 3.06703 -3.99212 1.25086 0.115
H 4.46869 -3.20883 1.97861 0.115
H 2.47988 -4.98920 3.45478 0.107
H 3.88006 -4.20372 4.18316 0.107
H 5.39081 -5.48745 2.66611 0.069
H 4.38614 -6.57118 3.63002 0.066
H 3.99098 -6.27325 1.93642 0.069
```



#2
ORCA calculation (ωB97M-V/def2-TZVPD) on a 3-piece molecular cluster, C16H32O overall.

* E_HOMO: -9.49 eV
* Kohn-Sham gap: 10.09 eV

The geometry in XYZ format:
```
49
Properties=species:S:1:pos:R:3:lowdin_charge:R:1
C 0.23003 3.60583 -2.14706 -0.097
C 1.67731 3.48101 -2.42657 -0.268
C 2.50365 4.11271 -1.28821 -0.313
C 2.33596 3.67724 0.05222 -0.346
C 2.81025 2.30459 0.00205 -0.135
C 2.73943 1.86632 1.65959 -0.245
C 3.29494 0.56118 1.94715 -0.239
C 2.75048 -0.80127 0.92608 -0.158
C 1.27453 -0.94026 1.20645 -0.269
C 0.56637 -2.10812 0.49539 -0.340
C -0.74216 -2.36348 0.86196 -0.246
C -1.28884 -3.51434 -0.04841 -0.147
C -3.01255 -3.64354 0.07912 -0.318
C -3.82618 -2.68787 -0.23359 -0.447
C -5.28302 -2.99480 -0.20773 -0.193
C -6.21386 -1.82810 -0.62953 -0.242
O -7.30371 -1.32458 -0.24372 0.001
H -5.94229 -1.58427 -1.71429 0.120
H -5.55896 -4.08503 -0.56015 0.159
H -5.53418 -3.00588 1.10077 0.193
H -3.58804 -2.53507 -1.46142 0.190
H -3.52119 -1.60686 0.34554 0.181
H -3.16952 -4.72927 -0.06576 0.106
H -3.06760 -3.71189 1.52112 0.194
H -0.73472 -4.57380 0.16075 0.155
H -1.35580 -3.39035 -1.07724 0.053
H -1.48314 -1.22638 0.32373 0.208
H -1.02184 -2.53270 1.86778 0.092
H 1.14056 -2.90741 0.93532 0.123
H 0.74776 -1.96180 -0.49998 0.101
H 1.08008 -1.14734 2.35963 0.153
H 0.71030 -0.03050 0.83683 0.115
H 3.17846 -1.73031 1.29168 0.095
H 2.81502 -0.45362 -0.12009 0.097
H 4.39446 0.44536 1.60821 0.094
H 3.28655 -0.06314 3.05536 0.160
H 1.73342 1.67338 1.81140 0.052
H 3.21950 2.53558 2.56213 0.169
H 2.32138 1.60171 -0.39926 0.007
H 4.05283 2.21106 0.05259 0.191
H 2.79484 4.39496 0.89772 0.165
H 1.41870 3.87705 0.61636 0.120
H 2.32258 5.42747 -1.28817 0.170
H 3.60613 4.39299 -1.60579 0.136
H 2.27640 2.51568 -2.52534 0.122
H 1.89266 4.00061 -3.41001 0.124
H -0.34330 3.22272 -3.10282 0.128
H -0.19040 3.07200 -1.38387 0.050
H 0.00674 4.50252 -2.13792 -0.017
```



Least stable structure: #2



#1
ORCA calculation (ωB97M-V/def2-TZVPD) on an isolated ion of composition C3H5N3 and charge +2.

* E_HOMO (alpha / beta): -22.07 / -22.54 eV
* Kohn-Sham gap (alpha / beta): 7.33 / 7.43 eV
* total charge: +2

The geometry in XYZ format:
```
11
Properties=species:S:1:pos:R:3:lowdin_charge:R:1
C 0.53226 -1.15454 0.15365 0.086
C 1.97903 0.34754 0.02674 -0.059
C -1.91015 -0.53300 -0.01556 0.053
N 1.73567 -0.95641 -0.05443 0.284
N -0.58710 -0.70431 0.05051 0.243
N 1.09792 1.25784 0.04615 0.459
H 3.07420 0.68032 0.08233 0.245
H -2.30854 -0.06499 -0.95642 0.209
H -2.51569 -1.39148 -0.01830 0.138
H -2.30109 0.28567 0.63876 0.184
H 1.20350 2.23336 0.04658 0.158
```



#2
ORCA calculation (ωB97M-V/def2-TZVPD) on an isolated ion of composition C3H5N3 and charge +2.

* E_HOMO: -20.31 eV
* SMILES: C=[N+]=CN1C=[NH+]1
* Kohn-Sham gap: 9.00 eV
* total charge: +2

The geometry in XYZ format:
```
11
Properties=species:S:1:pos:R:3:lowdin_charge:R:1
C 0.10385 -0.70152 0.36242 0.045
C -0.68170 0.45078 -1.95106 0.188
C 0.93524 0.79754 2.18986 0.242
N -0.40298 -0.28033 -0.86130 0.130
N -0.77057 -0.80354 -2.25357 0.333
N 0.59521 0.06766 1.26084 0.148
H 0.06044 -1.78511 0.77279 0.230
H -0.70652 1.56230 -2.22742 0.235
H 1.93002 0.89606 2.39991 0.118
H 0.32583 1.27542 2.91629 0.147
H -1.38883 -1.47925 -2.60876 0.183
```



Least stable structure: #1